The following is a quantum chemistry calculation of 5 unconnected molecules or ions with the total composition C41H97N3O3P at a distorted geometry, from OMol25.

Geometry as XYZ:
```
145
Properties=species:S:1:pos:R:3:forces:R:3:lowdin_charge:R:1
O -0.040320 -3.374520 -28.916510 0.06 0.08 -0.02 0.013
H 0.469070 -3.774690 -29.647880 -0.24 0.16 -0.04 -0.029
C -0.257320 -0.453890 -22.714330 0.22 1.54 -0.92 -0.083
C 0.097960 -1.032400 -24.108140 -1.38 -1.11 -0.13 -0.244
C -0.996210 -0.764210 -25.197500 -0.11 -0.83 0.60 -0.216
C -0.890160 -1.734510 -26.469180 -0.80 1.13 0.17 -0.249
P -2.273820 -1.624360 -27.705450 -2.00 1.88 0.72 1.106
C -1.855960 -0.408710 -29.114280 0.45 -1.26 0.88 -0.231
C -1.284430 0.928100 -28.598450 -0.50 1.15 -0.04 -0.240
C -1.299520 2.133550 -29.560120 -0.68 0.34 -1.81 -0.253
C -2.713850 2.715120 -29.859640 0.81 -0.11 0.06 -0.078
C -3.698700 -0.787670 -26.728640 -0.20 -2.44 -0.58 -0.229
C -5.158520 -0.888910 -27.255320 0.44 2.14 -1.07 -0.220
C -5.383910 -0.089380 -28.552820 -0.48 0.13 -0.77 -0.282
C -6.884730 -0.012490 -28.906790 0.78 -1.13 0.45 -0.076
C -2.993430 -3.321260 -28.235070 0.42 0.32 0.61 -0.223
C -3.566780 -4.183360 -27.056220 -0.53 -0.17 0.58 -0.228
C -3.711880 -5.715800 -27.233620 -0.29 0.21 -0.42 -0.223
C -4.719320 -6.019410 -28.371130 0.74 -0.74 -0.22 -0.079
H 0.233070 -0.971440 -21.889860 0.12 0.20 -0.22 0.085
H -1.327410 -0.410070 -22.511660 -0.16 -0.72 -0.22 0.078
H -0.042500 0.614700 -22.723450 0.54 0.04 0.45 0.078
H 0.044480 -2.093920 -23.866460 0.26 -0.45 -0.67 0.096
H 1.074570 -0.838530 -24.551700 0.23 0.33 0.60 0.097
H -1.020090 0.287050 -25.484560 0.36 0.00 -0.42 0.107
H -1.926660 -0.868050 -24.639300 -0.25 -0.44 -0.40 0.092
H -0.939720 -2.808830 -26.291730 0.63 0.01 0.72 0.069
H 0.020670 -1.432550 -26.986190 0.12 -0.48 -0.17 0.053
H -2.798830 -0.381960 -29.660530 0.17 0.45 -0.21 0.073
H -1.084640 -0.932610 -29.678810 -0.13 -0.05 -0.46 0.047
H -0.246140 0.846090 -28.277010 -0.18 -0.52 0.47 0.081
H -1.920840 1.290590 -27.791180 0.30 -0.24 0.50 0.100
H -0.839420 1.917230 -30.524280 -0.21 -0.85 -0.47 0.090
H -0.623030 2.967250 -29.371960 -0.05 -0.10 1.51 0.114
H -3.207900 2.151660 -30.651170 -0.26 -0.13 0.27 0.074
H -2.636090 3.737450 -30.229630 0.10 -0.04 0.01 0.085
H -3.308550 2.766710 -28.947630 -0.16 -0.14 -0.08 0.071
H -3.407680 0.193660 -26.353940 -0.02 -0.11 -0.22 0.098
H -3.806260 -1.491920 -25.903680 0.73 0.22 0.65 0.081
H -5.744970 -0.407530 -26.472730 -0.19 -0.26 0.15 0.128
H -5.554320 -1.889300 -27.430430 0.37 -0.16 0.34 0.104
H -4.882060 -0.653300 -29.339110 0.19 0.04 -0.39 0.077
H -4.973320 0.920190 -28.569990 0.35 -0.01 0.45 0.097
H -7.208710 0.406030 -29.859670 0.50 0.52 0.22 0.084
H -7.369680 0.445150 -28.044540 -0.50 -0.10 -0.33 0.088
H -7.117730 -1.072370 -29.009110 -0.88 -0.05 0.35 0.072
H -2.242490 -3.856200 -28.816490 0.41 -0.13 0.26 0.033
H -3.764210 -3.142520 -28.984770 -0.24 0.40 0.17 0.092
H -4.588540 -3.870150 -26.841750 -0.13 0.37 -0.36 0.102
H -3.134850 -4.031510 -26.067040 0.84 0.35 -0.20 0.107
H -3.961880 -6.154750 -26.267730 -0.83 0.33 0.06 0.119
H -2.752350 -6.222660 -27.336020 0.32 0.15 -0.87 0.074
H -4.249710 -5.757240 -29.319190 -0.11 0.54 -0.20 0.046
H -5.699900 -5.548210 -28.303860 0.24 0.34 0.31 0.090
H -4.938420 -7.071580 -28.552860 0.13 -0.20 0.60 0.069
C -3.711970 -5.857720 -35.366430 -0.52 -0.77 1.60 -0.049
C -2.233690 -6.054730 -35.364180 0.88 0.41 -0.90 -0.159
N -1.477610 -4.994430 -34.579250 0.96 1.19 1.60 -0.228
C -1.952670 -3.550440 -34.915920 -0.05 -0.92 0.11 0.047
C -1.725820 -5.227030 -33.066750 -0.53 1.15 0.79 -0.111
C -0.880040 -4.466730 -31.990590 0.65 0.80 -1.13 -0.064
C 0.025340 -5.006460 -34.828630 -0.37 -0.25 -0.64 -0.088
C 0.823520 -6.259360 -34.482060 0.43 -0.13 -1.16 -0.210
O 0.468750 -7.444940 -35.215850 1.31 -0.10 1.86 -0.170
C 1.539450 -8.441430 -34.939790 -0.41 -0.30 -1.09 -0.043
H -4.091950 -5.972780 -34.351300 -0.11 0.15 0.27 0.082
H -4.131650 -6.750770 -35.829500 -0.24 0.50 -0.68 0.114
H -4.064830 -4.882580 -35.702100 -0.01 -0.55 -0.67 0.089
H -1.884860 -5.996860 -36.395230 0.33 0.23 0.00 0.148
H -1.849860 -7.008520 -35.002140 -0.37 0.00 0.16 0.130
H -1.527970 -2.804350 -34.244300 0.50 -0.38 -0.05 0.097
H -3.028050 -3.460970 -34.762110 0.14 -0.30 -0.30 0.099
H -1.658980 -3.362200 -35.948590 -0.20 0.07 0.10 0.126
H -1.761050 -6.277070 -32.776480 0.05 -0.10 -0.71 0.124
H -2.717470 -4.787630 -32.958760 -0.18 -0.51 0.20 0.121
H -1.381110 -4.345790 -31.030170 -0.44 -0.58 -0.13 0.063
H -0.683770 -3.431930 -32.271210 -0.31 0.24 -0.34 0.062
H 0.138610 -4.810230 -31.810400 -0.07 -0.73 -0.11 0.049
H 0.391650 -4.110330 -34.327770 0.25 -0.32 0.41 0.123
H 0.228860 -4.779050 -35.875040 -0.56 -0.22 -0.23 0.150
H 0.967520 -6.422890 -33.414060 -0.43 -0.27 0.28 0.107
H 1.807170 -5.998380 -34.872470 0.41 0.31 0.27 0.133
H 2.520950 -8.165110 -35.325020 -0.16 0.68 -0.34 0.094
H 1.279910 -9.353780 -35.476780 -0.31 0.18 0.09 0.103
H 1.742560 -8.711050 -33.903380 -0.79 0.39 0.39 0.083
C 4.341160 1.664550 -30.621080 0.69 0.73 0.48 -0.063
C 4.245980 0.522210 -29.619120 -0.30 0.51 -0.62 -0.144
N 2.987470 -0.335270 -29.798330 -0.42 -0.88 -1.23 -0.189
C 1.783460 0.555340 -30.173620 0.70 0.16 0.45 0.009
C 3.242320 -1.408140 -30.988090 0.50 0.37 0.79 -0.092
C 2.234010 -2.489120 -31.181120 -1.26 -0.75 0.07 -0.090
C 2.595350 -0.990200 -28.446530 1.02 -1.70 -1.51 -0.060
C 3.516140 -2.140140 -27.883630 0.97 1.07 -0.53 -0.190
O 4.918630 -1.878370 -27.886960 0.08 -0.98 -0.42 -0.180
C 5.712430 -3.119490 -27.691700 -0.70 0.61 0.20 -0.025
H 5.364390 2.023740 -30.511180 0.40 -0.44 -0.58 0.103
H 3.876260 2.625390 -30.400260 -0.97 -0.43 0.21 0.095
H 4.126560 1.365180 -31.646950 0.30 0.06 0.03 0.088
H 4.220410 0.859110 -28.582810 0.16 0.04 -0.11 0.142
H 5.125740 -0.097000 -29.794330 -0.36 -0.34 0.42 0.128
H 1.678480 1.220250 -29.316320 -0.20 0.07 -0.15 0.107
H 0.852650 0.012960 -30.339500 0.35 -0.43 0.26 0.079
H 1.952520 1.176560 -31.053170 0.42 -0.31 0.08 0.108
H 4.206200 -1.901380 -30.862630 0.14 0.43 0.74 0.136
H 3.336510 -0.940540 -31.968190 -0.10 0.99 0.46 0.139
H 1.230050 -2.146060 -31.431080 -0.05 0.27 0.05 0.075
H 2.131090 -3.214010 -30.373630 0.29 0.22 0.38 0.031
H 2.529190 -3.120270 -32.019350 0.31 0.24 -0.22 0.105
H 1.749880 -1.590490 -28.782580 -0.69 0.38 0.62 0.081
H 2.336250 -0.230000 -27.709590 0.17 0.09 -0.33 0.140
H 3.336230 -3.038530 -28.474080 -0.15 -0.24 -0.10 0.089
H 3.140120 -2.290140 -26.871600 -0.03 -0.23 0.26 0.132
H 5.646100 -3.851490 -28.496610 -0.81 0.12 -0.41 0.080
H 5.355020 -3.567230 -26.764400 0.35 -0.10 0.09 0.082
H 6.788080 -2.943670 -27.678200 -0.28 0.81 0.47 0.105
C -2.642900 -8.991370 -29.247630 -0.73 -0.36 0.04 -0.091
C -2.062180 -7.948400 -30.185090 0.27 -0.67 0.85 -0.233
C -0.556940 -7.696460 -29.887320 0.57 -0.46 -1.37 -0.182
C -0.180390 -6.898470 -28.664010 -0.12 0.98 0.67 -0.111
N 1.333060 -6.649320 -28.312240 -0.90 -0.70 0.50 -0.206
C 2.011100 -7.911280 -27.610630 -0.31 0.14 -0.50 -0.055
C 3.237580 -7.367840 -26.938560 -0.23 -0.31 -0.60 -0.163
C 2.733780 -6.063500 -26.384330 -0.34 0.95 1.33 -0.124
C 1.479240 -5.578960 -27.184030 0.65 -0.42 -1.35 -0.058
C 2.023310 -6.169190 -29.558870 -0.52 -0.87 1.18 0.031
H -3.726200 -9.047400 -29.354540 -0.11 0.36 0.38 0.081
H -2.354680 -8.858200 -28.204900 -0.25 0.09 0.06 0.075
H -2.376700 -10.008890 -29.533770 0.59 0.09 -0.06 0.091
H -2.621560 -7.013430 -30.217160 0.00 0.23 0.50 0.081
H -2.236530 -8.364040 -31.177530 0.73 0.12 -0.29 0.114
H -0.259390 -7.166340 -30.792050 0.65 0.24 0.00 0.081
H 0.020960 -8.620500 -29.870580 -0.29 -0.39 -0.18 0.131
H -0.635590 -7.277610 -27.749060 0.11 -0.11 -0.02 0.125
H -0.590140 -5.904590 -28.844040 0.10 0.32 0.42 0.098
H 2.349560 -8.733620 -28.240950 -0.88 0.19 -0.67 0.146
H 1.239370 -8.232210 -26.910970 0.08 -0.10 -0.03 0.144
H 4.039140 -7.360940 -27.677170 0.12 0.59 0.03 0.123
H 3.597460 -8.044560 -26.163540 -0.19 0.03 0.07 0.146
H 3.523700 -5.326570 -26.239170 -0.20 0.27 -0.42 0.108
H 2.436340 -6.296270 -25.361860 -0.31 0.20 0.04 0.130
H 1.572620 -4.641510 -27.732270 0.61 0.03 0.14 0.074
H 0.513560 -5.415100 -26.705790 0.20 -0.79 0.58 0.129
H 3.020000 -5.834800 -29.270950 0.15 -0.46 -0.45 0.115
H 1.470110 -5.312540 -29.943870 -0.02 -0.27 -0.07 0.052
H 1.896680 -7.041620 -30.199910 0.89 0.46 -0.55 0.111
```
Forces are in eV/Å.

2S+1: 2
<S²>: 0.75
Calculated total energy in Ha: -2350.0963
Highest occupied orbital energy (alpha / beta) in eV: -18.8 / -18.8
Orbital gap (alpha / beta) in hartree: 0.370 / 0.208
Charge: +4